Entry 1:
A 2-piece molecular cluster, C5H16N3 overall, computed with ωB97M-V with the def2-TZVPD basis set.

Cartesian coordinates (Å):
H1 -0.90536 -2.14807 -0.27627
H2 1.80488 -0.78831 -0.76934
H3 -0.45694 0.17440 3.18668
H4 0.27359 -0.26384 0.78145
H5 1.57855 1.83329 0.42709
H6 -0.27120 -1.41123 -2.15578
H7 -1.41414 0.47213 1.05404
H8 -2.28710 -0.99100 -0.38015
C1 0.37440 0.48678 -1.52973
H9 -0.72254 1.98886 -2.21687
H10 -1.07032 0.09472 -2.60490
H11 0.50738 2.38070 -0.99019
C2 -0.78141 -0.39170 1.05309
H12 0.04689 -1.49958 2.88459
H13 -2.16920 -2.04284 0.89803
C3 2.25090 1.25916 -0.19824
N1 -0.12308 1.72546 -1.43022
C4 -0.72005 -0.70198 2.59569
C5 -1.51436 -1.42151 0.23844
H14 2.93596 0.87706 0.61323
N2 -0.22007 -0.41584 -2.33308
N3 1.60312 0.18790 -0.93035
H15 2.89445 1.81389 -0.86039
H16 -1.61435 -1.21842 2.94317

Output
* 2S+1: 1
* net charge: +1
* ΔE to the lowest compared entry with this formula, charge and spin: 155.68 kJ/mol
* DFT total energy: -364.1161 Eh
* orbital gap: 11.274 eV
* LUMO level: -3.05 eV

=====

Entry 2:
C16H8Cl2IIrNO3 as an isolated structure, computed with ωB97M-V with the def2-TZVPD basis set.

Cartesian coordinates (Å):
Ir1 0.00330 -0.00732 -0.00041
N1 -0.15178 -2.02202 -0.00028
C1 -3.79391 -1.75591 0.00007
Cl1 5.84150 4.37145 0.00059
H1 -5.21162 -3.35931 0.00041
H2 6.16590 1.54519 0.00030
C2 2.38833 2.40539 -0.00006
C3 -0.76749 -4.75260 0.00001
H3 4.51130 -0.27330 -0.00006
H4 -0.98462 -5.81254 0.00014
O1 0.07187 1.92772 -0.00036
C4 0.82119 -2.94646 -0.00032
H5 1.83521 -2.56926 -0.00047
C5 2.80322 1.02420 -0.00014
C6 -3.20621 -4.10041 0.00032
I1 -5.16240 -0.19444 -0.00008
O2 -1.96426 -0.21311 -0.00024
C7 5.10856 1.77427 0.00020
Cl2 -3.72990 -5.70107 0.00057
C8 4.18729 0.75875 0.00000
C9 4.69724 3.11865 0.00031
C10 1.01435 2.75263 -0.00023
H6 1.35972 -5.01116 -0.00020
C11 -4.16567 -3.08445 0.00029
C12 -1.43386 -2.45865 -0.00008
C13 -1.79869 -3.80862 0.00008
O3 1.98151 0.01510 -0.00030
C14 3.34622 3.42230 0.00017
C15 0.54513 -4.30122 -0.00017
C16 -2.40188 -1.41134 -0.00007
H7 0.73454 3.80580 -0.00024
H8 3.03412 4.45912 0.00023

Output
* 2S+1: 2
* net charge: +2
* DFT total energy: -2216.7498 Eh
* orbital gap (spin up / spin down): 2.950 / 3.824 eV
* LUMO level (spin up / spin down): -10.67 / -10.24 eV

=====

Entry 3:
A 2-piece molecular cluster, C2H9N2OP overall, computed with ωB97M-V with the def2-TZVPD basis set.

Cartesian coordinates (Å):
H1 -0.47897 -0.67817 2.32234
H2 1.14102 2.17695 -0.12990
H3 1.19084 -0.82823 2.74100
H4 0.40033 -0.99156 -1.36315
H5 -2.09332 0.68776 -2.57987
P1 1.16430 -0.13414 0.42074
H6 -1.95660 -1.51712 -2.09350
H7 -0.11083 1.96529 1.26183
O1 -0.05303 -0.63705 -0.54088
N1 -1.32007 -1.04279 -2.80618
N2 -1.39314 0.11970 -3.07517
C1 0.48078 -1.00388 1.95272
H8 1.54880 2.16977 1.50001
C2 0.87048 1.71477 0.77014
H9 0.60940 -2.00129 1.61987

Output
* 2S+1: 1
* ΔE to the lowest compared entry with this formula, charge and spin: 300.30 kJ/mol
* structure (SMILES): [H]/N=N\[H].CP(C)O
* DFT total energy: -607.6221 Eh
* orbital gap: 9.608 eV
* LUMO level: 0.97 eV

=====

Entry 4:
C31H38F4N6RbSbSi3Te as an isolated structure, computed with ωB97M-V with the def2-TZVPD basis set.

Cartesian coordinates (Å):
H1 -4.12629 0.67084 -2.92680
H2 0.76078 -0.07184 3.29804
C1 4.87976 2.30169 -3.99925
C2 4.51153 2.37834 -6.47927
H3 -5.88435 0.51665 -3.04487
C3 5.27818 2.46297 -1.57410
H4 -3.77400 -4.92294 1.96072
C4 -6.52471 -0.92967 -0.13636
C5 -4.56127 -2.07061 3.02215
C6 3.20063 -0.75601 4.02220
N1 2.92336 -0.56092 0.39674
H5 -3.08227 3.71798 0.70710
H6 -1.10431 1.37776 2.57355
H7 -6.59193 -1.87313 0.41057
C7 -1.57980 -2.62046 2.92169
Si1 -4.99099 -0.93325 -1.23501
C8 3.93391 2.59642 -1.21033
H8 6.49841 -1.03413 3.22429
Sb1 -2.76750 -0.83653 0.00885
H9 -7.41673 -0.85081 -0.76703
H10 -4.49771 -2.67696 3.93199
C9 -2.15319 1.36216 2.88188
F1 6.22804 2.46520 -0.61831
C10 -0.59011 -1.84810 -3.20297
H11 -1.64395 2.83324 0.23202
H12 2.56162 -0.71067 4.89665
H13 0.47267 -1.63551 -3.07275
H14 -1.47165 -1.73225 3.54769
H15 -4.20655 -2.59530 -2.91948
C11 2.64009 -0.64672 2.77340
C12 3.49414 -0.69763 1.62553
F2 1.74635 2.66973 -2.16478
H16 -5.98583 -2.41584 -2.92897
H17 -0.75570 -2.05983 -4.25657
C13 4.37546 2.71178 1.27808
H18 -4.98721 2.57572 2.59181
H19 -5.50366 0.88775 2.47304
C14 5.71773 2.32431 -2.87515
Si2 -3.13339 -2.53981 1.87522
Si3 -3.26350 1.31765 1.35761
C15 2.14651 2.73563 0.55980
N2 1.03226 2.69660 0.90286
H20 3.24603 -0.47644 -1.62899
C16 6.68626 1.86491 -5.68922
C17 5.11010 -0.70722 -0.58389
H21 5.69137 -0.67857 -1.49541
C18 -5.04654 0.58772 -2.34517
C19 -5.09337 -2.47214 -2.29608
H22 1.11246 -0.11404 1.65215
C20 -2.73499 2.77248 0.27964
C21 -3.48781 -4.23455 1.15870
H23 -1.63069 -3.49272 3.58113
H24 -5.66593 1.96791 1.08177
C22 5.69163 -0.82842 0.64174
H25 4.99606 -0.97185 5.18511
C23 3.70922 -0.57866 -0.65004
H26 -4.51778 -1.02119 3.31843
F3 7.05030 2.22231 -3.04501
N3 5.03573 2.70230 2.22937
H27 -0.68230 -2.70603 2.30786
C24 3.10472 2.56496 -2.33147
C25 -5.02857 1.70459 1.92890
C26 3.53295 2.42543 -3.63735
C27 4.59130 -0.90649 4.18255
C28 5.34863 2.17435 -5.36070
H28 -6.54496 -0.11421 0.58456
F4 2.57285 2.39901 -4.58258
Rb1 0.55162 0.67044 -0.98958
H29 -3.12759 2.69885 -0.73722
H30 -2.33420 2.27786 3.45236
H31 -5.16445 -3.37118 -1.68127
C29 3.48598 2.71446 0.17739
N4 1.27659 -0.52132 2.55877
C30 5.42586 -0.94795 3.10470
H32 -5.53527 -2.25226 2.56406
C31 4.88597 -0.83777 1.80237
H33 -4.29224 -4.20662 0.42213
N5 3.87501 2.53937 -7.43407
H34 -2.59927 -4.61968 0.65669
H35 -5.16713 1.50708 -1.76742
Te1 -1.16976 -3.56931 -2.01184
H36 -2.31653 0.50872 3.54381
N6 7.76663 1.60945 -6.02191
H37 6.76760 -0.90077 0.74570
H38 -1.18033 -0.96632 -2.93220

Output
* 2S+1: 1
* net charge: -2
* DFT total energy: -3333.0820 Eh
* orbital gap: 5.341 eV
* LUMO level: 3.50 eV